Entry 1:
Here is a molecular structure, C25H42Cl2O2P2Sn at a distorted geometry from the OMol25 dataset. Energies are from the ωB97M-V functional and the def2-TZVPD basis.

```
! wB97M-V def2-TZVPD RIJCOSX def2/J DEFGRID3
* xyz 2 1
O -0.38259 0.41726 -0.22124
C -1.17196 5.41225 1.33793
H 1.43718 -4.86989 0.50875
H 0.60074 -4.32118 -2.79813
H 3.54335 0.73663 2.08111
C -0.68913 4.67167 -1.67896
C 1.38130 -2.22828 2.27503
H 1.59053 -4.85538 -1.19311
H -0.51825 1.97543 1.80161
H 4.04028 -1.73641 -0.39010
C 0.83933 -3.25683 -2.89373
H 3.58145 -1.22036 -2.42583
C -2.96121 3.56842 1.06303
H 0.25966 4.84324 -1.14967
C -1.91277 4.38577 0.56645
H 4.14613 -0.73528 2.92905
H -0.89673 -5.37507 1.75394
H -2.40078 -2.67552 1.94623
C 0.49695 0.54648 0.62591
C -1.54437 -2.06857 1.62130
C -3.48521 3.55707 2.44152
C 0.49196 1.58354 1.68920
H -3.49853 2.95951 -3.09059
C 0.22074 -2.42228 -1.72467
C -2.76782 2.40804 -2.47717
H -3.12533 1.37404 -2.39135
H -1.40642 -1.22447 2.30894
H -4.54385 1.28213 1.06950
H -1.04437 5.64835 -2.04621
C 0.41929 -3.17271 -0.41859
P -0.09560 -3.12195 1.62808
H -1.81700 2.39956 -3.02482
H 3.34758 -3.74679 0.82549
C 2.75062 -1.80893 -2.00781
H -0.47668 -3.84435 -0.43131
H 3.67483 -4.08143 -0.83168
C -4.50393 1.75214 0.07893
H 0.99538 -1.51173 3.02643
H -3.04474 2.74214 3.04069
H 1.06377 2.00033 -1.86825
H -0.83514 6.21790 0.67565
H -4.38529 0.96715 -0.67560
C 2.97831 -2.04986 -0.50204
H -0.48375 4.04502 -2.55488
Cl 1.02126 0.91328 3.29342
Cl 1.57320 2.91778 1.11650
P 2.55822 -1.28589 1.27249
C -2.61352 3.02378 -1.14434
H 1.98227 -2.98130 2.81925
H 4.72934 -0.34832 1.28008
H 2.56282 1.52781 -2.70912
H -3.26079 4.50058 2.95412
C -3.39524 2.73041 0.00342
C 2.96339 -3.55668 -0.18431
O 1.65351 -0.14775 0.48750
H 0.62436 -5.13965 2.70570
H -4.57418 3.41279 2.44585
Sn 1.10440 -0.68697 -2.32748
H 2.93962 -3.91199 -2.67692
H -1.74225 -1.67816 0.61335
C 1.48159 1.38255 -2.66448
C 2.38026 -3.00773 -2.92657
C -0.34731 -4.69612 2.42899
H 2.67365 -2.73916 -3.95152
H -0.85544 -2.23087 -1.87855
C 1.59066 -4.17517 -0.33128
H 1.03098 1.63715 -3.62472
H -1.81187 5.84519 2.11386
H -5.47829 2.23359 -0.09514
C 3.85947 -0.31080 1.95655
H 0.39262 -2.92574 -3.84476
H -0.94314 -4.49895 3.33578
C -1.68449 4.04211 -0.79160
H -0.28306 4.98745 1.82491
*
```

Output
* energy above the lowest of the compared OMol25 structures with the same formula, charge and spin: 557.5 kJ/mol
* LUMO level (alpha / beta): -7.083 / -7.080 eV
* HOMO-LUMO gap (alpha / beta): 4.03 / 4.19 eV
* F_max: 5.24 eV/Å

---

Entry 2:
Here is a single C3H5NO2 molecule from the OMol25 dataset. Energies are from the ωB97M-V functional and the def2-TZVPD basis.

```
! wB97M-V def2-TZVPD RIJCOSX def2/J DEFGRID3
* xyz 0 1
C 0.20007 -1.10071 -0.96869
H -0.67133 2.22930 1.01967
N -1.47240 0.36047 0.44755
H 2.08366 -0.28032 -0.41318
O 0.11333 -2.30306 -0.94333
O 0.72551 0.98027 0.33484
C 1.08412 -0.36662 0.02642
C -0.56110 1.21500 0.62884
H -0.26147 -0.49348 -1.76907
H -2.38410 0.73041 0.69986
H 1.14371 -0.97124 0.93710
*
```

Output
* energy above the lowest of the compared OMol25 structures with the same formula, charge and spin: 158.9 kJ/mol
* LUMO level: 0.820 eV
* HOMO-LUMO gap: 10.59 eV
* F_max: 0.50 eV/Å